<i>
Density functional theory data (the ωB97M-V functional and the def2-TZVPD basis) for 2 unconnected molecules or ions with the total composition C4H9NO3.

Positions of all 17 atoms, in Å:
O 0.920 -3.492 0.154
O -1.030 2.034 -1.006
O 2.078 -1.550 -0.126
N 0.585 0.655 0.811
C -0.661 0.822 -1.312
C 0.989 -2.076 -0.076
C -0.414 -0.074 0.054
C -0.336 -1.507 -0.053
H 0.692 -3.303 1.088
H 0.278 0.705 -1.887
H -1.464 0.267 -1.804
H -0.311 3.929 1.225
H 1.523 0.242 0.729
H -1.299 0.167 0.691
H 0.588 1.605 0.440
H -1.093 -2.280 -0.050
H -1.044 3.855 1.123

Output
Highest occupied orbital energy in eV: -9.56
E_LUMO in eV: -3.1638
Orbital gap in eV: 6.40
Charge: 0

Here is what Mulliken gives for the atomic charges, in e: atom 1 (O): -0.479, atom 2 (O): -0.522, atom 3 (O): -0.557, atom 4 (N): -0.568, atom 5 (C): -0.431, atom 6 (C): 0.461, atom 7 (C): 0.430, atom 8 (C): -0.591, atom 9 (H): 0.349, atom 10 (H): 0.284, atom 11 (H): 0.345, atom 12 (H): 0.006, atom 13 (H): 0.293, atom 14 (H): 0.296, atom 15 (H): 0.270, atom 16 (H): 0.414, atom 17 (H): -0.003

<ii>
Density functional theory data (the ωB97M-V functional and the def2-TZVPD basis) for a molecular structure, C4H9NO3.

Positions of all 17 atoms, in Å:
O -0.160 -0.348 1.625
O -1.442 -0.591 2.229
O -0.752 -1.445 -1.487
N -1.604 0.633 -0.063
C 0.276 -1.018 -0.727
C 0.707 1.582 0.237
C -0.353 0.529 0.218
C 1.557 -1.312 -1.008
H 0.129 -1.087 0.600
H -2.026 -0.206 1.518
H 0.404 2.367 0.934
H 2.346 -0.989 -0.343
H -1.523 -0.893 -1.207
H 0.826 2.002 -0.763
H -1.876 1.522 -0.464
H 1.662 1.178 0.565
H 1.829 -1.923 -1.862

Output
Highest occupied orbital energy in eV: -9.27
E_LUMO in eV: 0.0534
Orbital gap in eV: 9.32
Charge: 0

Here is what Mulliken gives for the atomic charges, in e: atom 1 (O): -0.360, atom 2 (O): -0.315, atom 3 (O): -0.591, atom 4 (N): -1.125, atom 5 (C): 0.255, atom 6 (C): -1.391, atom 7 (C): 1.446, atom 8 (C): -0.804, atom 9 (H): 0.404, atom 10 (H): 0.345, atom 11 (H): 0.398, atom 12 (H): 0.224, atom 13 (H): 0.396, atom 14 (H): 0.337, atom 15 (H): 0.164, atom 16 (H): 0.319, atom 17 (H): 0.299

<iii>
Density functional theory data (the ωB97M-V functional and the def2-TZVPD basis) for 2 unconnected molecules or ions with the total composition C4H9NO3.

Positions of all 17 atoms, in Å:
O -0.388 -1.188 1.479
O -1.839 1.899 -1.110
O -2.845 -0.996 -0.601
N -0.049 0.903 -0.003
C -1.009 0.956 -1.099
C 1.026 -0.102 -0.094
C 2.139 0.378 0.710
C 0.378 -1.410 0.617
H 0.038 1.801 0.555
H 1.329 -0.571 -1.093
H 0.810 -2.283 0.185
H -1.054 0.072 -1.764
H -2.910 -0.208 -1.177
H 3.232 0.177 0.270
H 2.276 -0.072 1.706
H -3.087 -0.787 0.295
H 1.952 1.432 1.123

Output
SMILES: C[C@@H](C=O)NC=O.O
Highest occupied orbital energy in eV: -9.38
E_LUMO in eV: 0.6788
Orbital gap in eV: 10.06
Charge: 0

Here is what Mulliken gives for the atomic charges, in e: atom 1 (O): -0.412, atom 2 (O): -0.593, atom 3 (O): -0.637, atom 4 (N): -0.205, atom 5 (C): -0.147, atom 6 (C): 0.355, atom 7 (C): -1.256, atom 8 (C): -0.111, atom 9 (H): 0.228, atom 10 (H): 0.402, atom 11 (H): 0.383, atom 12 (H): 0.474, atom 13 (H): 0.344, atom 14 (H): 0.250, atom 15 (H): 0.322, atom 16 (H): 0.319, atom 17 (H): 0.282

Stability, highest: <iii>

<i>
Density functional theory data (the ωB97M-V functional and the def2-TZVPD basis) for C4H9NO3 in the gas phase.

Positions of all 17 atoms, in Å:
O 1.194 -0.571 -0.330
O -1.082 -1.906 -0.559
O -1.998 -0.524 0.936
N 1.345 -1.398 0.896
C -0.288 0.838 -1.551
C -1.068 -0.814 0.230
C 0.043 0.249 -0.182
C 0.163 1.326 0.889
H -0.253 0.071 -2.322
H 0.456 1.587 -1.810
H -0.235 -1.952 -1.043
H 0.325 0.903 1.879
H -1.280 1.283 -1.526
H 0.981 2.004 0.652
H 1.728 -0.818 1.641
H -0.779 1.863 0.946
H 0.749 -2.141 1.255

Output
SMILES: CC(C)(ON)C(=O)O
Highest occupied orbital energy in eV: -10.11
E_LUMO in eV: 0.7670
Orbital gap in eV: 10.88
Charge: 0

Here is what Mulliken gives for the atomic charges, in e: atom 1 (O): -0.379, atom 2 (O): -0.498, atom 3 (O): -0.557, atom 4 (N): -0.457, atom 5 (C): -1.544, atom 6 (C): 0.326, atom 7 (C): 1.491, atom 8 (C): -1.618, atom 9 (H): 0.310, atom 10 (H): 0.421, atom 11 (H): 0.438, atom 12 (H): 0.417, atom 13 (H): 0.381, atom 14 (H): 0.394, atom 15 (H): 0.251, atom 16 (H): 0.353, atom 17 (H): 0.273

<ii>
Density functional theory data (the ωB97M-V functional and the def2-TZVPD basis) for C4H9NO3 in the gas phase.

Positions of all 17 atoms, in Å:
O -0.820 -2.311 0.207
O 0.771 -1.400 1.559
O -1.701 0.477 -0.613
N 0.679 0.311 -0.864
C -0.317 2.124 0.413
C 1.004 -1.113 -0.848
C -0.438 0.668 -0.011
C 0.214 -1.708 0.299
H 0.295 -1.880 2.258
H -0.420 2.776 -0.454
H 0.561 0.680 -1.799
H -0.265 0.071 0.986
H 2.075 -1.244 -0.666
H -1.109 2.372 1.117
H 0.654 2.284 0.871
H 0.707 -1.640 -1.764
H -1.890 -0.467 -0.690

Output
SMILES: C[C@@H](O)NCC(=O)O
Highest occupied orbital energy in eV: -9.27
E_LUMO in eV: 0.6791
Orbital gap in eV: 9.95
Charge: 0

Here is what Mulliken gives for the atomic charges, in e: atom 1 (O): -0.565, atom 2 (O): -0.497, atom 3 (O): -0.566, atom 4 (N): -0.316, atom 5 (C): -1.441, atom 6 (C): -0.400, atom 7 (C): 0.436, atom 8 (C): 0.513, atom 9 (H): 0.339, atom 10 (H): 0.351, atom 11 (H): 0.246, atom 12 (H): 0.304, atom 13 (H): 0.293, atom 14 (H): 0.351, atom 15 (H): 0.356, atom 16 (H): 0.271, atom 17 (H): 0.326

<iii>
Density functional theory data (the ωB97M-V functional and the def2-TZVPD basis) for 2 unconnected molecules or ions with the total composition C4H9NO3.

Positions of all 17 atoms, in Å:
O 0.371 1.059 0.427
O -1.055 0.855 -1.860
O -2.112 0.279 0.092
N -0.402 -1.005 -0.683
C -0.332 -1.805 0.540
C 0.403 -0.756 1.262
C 1.361 1.602 -0.398
C -1.004 0.331 -0.755
H 0.228 -2.720 0.355
H 1.459 -0.919 1.434
H 0.889 2.270 -1.127
H 1.935 0.828 -0.934
H -1.338 -1.973 0.914
H 2.041 2.205 0.207
H -2.647 1.053 -0.121
H 0.346 -1.118 -1.355
H -0.143 -0.186 2.002

Output
Highest occupied orbital energy in eV: -8.98
E_LUMO in eV: -0.1434
Orbital gap in eV: 8.83
Charge: 0

Here is what Mulliken gives for the atomic charges, in e: atom 1 (O): -0.507, atom 2 (O): -0.642, atom 3 (O): -0.492, atom 4 (N): -0.325, atom 5 (C): -0.395, atom 6 (C): -0.235, atom 7 (C): -0.683, atom 8 (C): 0.677, atom 9 (H): 0.334, atom 10 (H): 0.306, atom 11 (H): 0.271, atom 12 (H): 0.267, atom 13 (H): 0.225, atom 14 (H): 0.273, atom 15 (H): 0.348, atom 16 (H): 0.300, atom 17 (H): 0.280

Stability, highest: <ii>